A 11-piece molecular cluster, C79H158F15N5O13P2 overall in a non-equilibrium geometry, computed with ωB97M-V/def2-TZVPD.

Geometry as XYZ:
```
272
Properties=species:S:1:pos:R:3:forces:R:3
C -11.79640 4.92132 0.61655 0.25 1.00 1.58
C -10.39748 4.29693 0.86369 -0.81 -1.01 -2.34
C -10.19686 3.32840 -0.35716 1.39 0.10 0.65
C -8.71875 2.76827 -0.45403 -1.24 0.64 0.11
P -7.61331 3.69520 -1.53443 -2.04 -0.26 -1.70
C -6.03103 2.99547 -1.51381 1.49 -0.75 0.81
C -6.04389 1.53323 -1.01518 1.55 -0.78 -0.36
C -4.70040 0.78632 -1.32141 -0.55 0.78 1.50
C -3.51212 1.65119 -0.81197 0.09 -0.80 -1.63
C -7.46887 5.42419 -1.14843 -0.08 1.13 0.25
C -8.57684 6.41085 -1.62123 0.41 0.32 0.48
C -8.77540 7.57370 -0.61971 -0.30 1.25 -0.44
C -9.69982 8.77482 -1.10919 -0.57 -1.91 0.06
C -8.17288 3.48270 -3.25833 1.02 -0.18 -1.27
C -7.31476 4.39055 -4.26102 -1.52 0.49 0.63
C -7.78449 4.44719 -5.72821 -0.39 -0.82 -0.48
C -9.29175 4.61872 -5.90171 -0.04 0.32 1.08
H -12.00118 5.66778 1.38399 -0.09 -0.13 0.44
H -12.60256 4.19210 0.69684 0.20 -0.15 -0.17
H -11.95815 5.54368 -0.26356 0.56 -0.53 -0.56
H -10.34651 3.68768 1.76608 -0.23 0.19 0.12
H -9.54810 4.97979 0.88274 -0.29 0.42 0.07
H -10.45219 3.82588 -1.29279 -0.18 0.07 0.02
H -10.84947 2.46114 -0.25691 -0.07 0.12 0.00
H -8.80175 1.75356 -0.84337 0.48 -0.03 0.09
H -8.28949 2.77210 0.54788 0.14 -0.32 0.03
H -5.46285 3.67515 -0.87874 0.29 -0.33 0.53
H -5.48713 3.10008 -2.45258 -0.45 -0.09 -0.36
H -6.80145 0.90736 -1.48686 -0.35 0.34 0.08
H -6.14240 1.46265 0.06806 -0.43 0.25 -0.02
H -4.65057 0.58812 -2.39209 0.36 0.14 -0.06
H -4.80236 -0.17493 -0.81773 0.22 -0.10 -0.01
H -2.55001 1.15782 -0.94993 -0.12 -0.24 -0.16
H -3.47492 2.01188 0.21596 -0.74 -0.01 0.02
H -3.52042 2.45729 -1.54561 0.45 0.53 0.50
H -6.51433 5.75809 -1.55521 0.16 -0.11 -0.12
H -7.33223 5.50339 -0.06993 -0.08 -0.12 0.24
H -9.49881 5.84557 -1.75737 -0.22 0.33 -0.17
H -8.24159 6.84388 -2.56366 -0.33 -0.18 -0.18
H -7.83932 8.06362 -0.35173 0.45 -0.43 -0.13
H -9.15098 7.14550 0.30965 -0.28 0.20 0.07
H -10.67563 8.32889 -1.30164 -0.34 0.08 0.15
H -9.47301 9.22470 -2.07575 0.73 -0.02 0.18
H -9.85690 9.54474 -0.35379 0.34 -0.12 -0.01
H -9.25275 3.50770 -3.40444 0.03 0.68 0.17
H -7.94123 2.45903 -3.55252 0.13 -0.42 0.42
H -6.25302 4.14650 -4.22582 -0.07 -0.08 0.17
H -7.47083 5.38471 -3.84223 0.46 0.30 -0.25
H -7.51371 3.52928 -6.24995 0.24 -0.20 0.07
H -7.28086 5.23533 -6.28794 0.25 0.15 0.37
H -9.82021 3.75429 -5.49974 -0.10 -0.17 -0.39
H -9.63870 4.85328 -6.90804 0.26 -0.22 0.04
H -9.59989 5.43342 -5.24640 -0.22 0.34 -0.09
C 2.99048 1.58937 -8.35501 -0.22 -0.29 -0.64
C 2.12272 0.41620 -8.85543 0.34 -0.23 1.54
C 0.74387 0.42712 -8.18014 -0.01 0.50 -1.19
C 0.74921 -0.01228 -6.71835 -1.11 -0.19 0.08
P -0.94281 -0.10680 -6.05967 -0.69 0.73 -0.77
C -1.89524 -1.38031 -7.05620 0.41 1.37 -1.00
C -2.77232 -0.72476 -8.21582 0.84 -0.57 0.09
C -3.53487 -1.75589 -9.11306 -1.00 1.05 2.72
C -4.62801 -2.33186 -8.18972 -1.20 -1.42 -0.22
C -0.99251 -0.42416 -4.28975 -1.41 -0.38 -0.55
C -0.77786 -1.87572 -3.81095 2.07 0.94 0.48
C 0.75795 -2.07613 -3.64825 -0.31 -1.39 1.11
C 0.96494 -3.43380 -2.88755 -0.28 1.04 -0.57
C -1.81971 1.48881 -6.28802 1.00 0.89 -1.03
C -1.03865 2.83183 -5.96008 -0.70 -1.06 0.80
C -1.68121 4.09993 -6.51888 -0.14 0.33 0.69
C -3.09522 4.43379 -5.94122 0.45 -0.49 -0.63
H 3.78732 1.64274 -9.09683 0.25 0.51 0.36
H 3.42126 1.51414 -7.35658 -0.01 -0.48 -0.08
H 2.38724 2.49722 -8.35310 0.10 0.26 -0.28
H 2.61591 -0.50956 -8.55904 0.21 -0.18 -0.32
H 2.06968 0.45294 -9.94351 -0.32 -0.03 0.08
H 0.00821 -0.11691 -8.77253 0.14 -0.72 0.10
H 0.38810 1.44063 -8.36544 -0.19 0.40 0.81
H 1.36928 0.56719 -6.03437 0.10 0.19 0.03
H 0.99587 -1.06906 -6.61596 0.69 -0.15 -0.22
H -2.42496 -2.04499 -6.37379 -0.10 0.07 -0.21
H -1.11210 -1.90787 -7.60069 0.08 -0.50 0.34
H -2.13466 -0.15569 -8.89230 0.44 0.02 0.22
H -3.39895 0.03945 -7.75600 -0.65 -0.42 -0.25
H -2.88868 -2.53740 -9.51280 0.00 0.18 -0.01
H -4.03351 -1.17953 -9.89234 0.24 -0.24 -0.26
H -5.22470 -3.11115 -8.66382 0.24 -0.26 -0.43
H -5.44675 -1.70269 -7.84054 0.40 1.02 -0.34
H -4.33639 -2.82066 -7.26013 0.80 0.04 -0.09
H -1.99463 -0.07786 -4.03694 -0.35 -0.09 0.04
H -0.36815 0.38360 -3.90792 0.68 -0.39 0.51
H -1.21308 -2.69140 -4.38831 -0.03 0.39 -0.63
H -1.21988 -2.03838 -2.82797 -0.07 0.40 0.16
H 1.21098 -1.27546 -3.06362 -0.32 0.22 0.26
H 1.34614 -2.02471 -4.56449 -0.32 -0.38 -0.35
H 2.02484 -3.64294 -2.74272 -0.16 -0.33 -0.14
H 0.40966 -4.21458 -3.40732 0.53 -0.29 -0.25
H 0.47189 -3.40056 -1.91600 0.15 0.28 0.23
H -2.75925 1.50170 -5.73558 0.02 -0.24 0.15
H -2.10422 1.49283 -7.34023 0.06 0.06 -0.11
H 0.02478 2.90959 -6.18633 0.01 -0.81 -0.21
H -1.08321 2.76818 -4.87286 0.34 0.89 0.27
H -1.54338 4.11890 -7.59996 -0.88 -0.33 -0.28
H -0.98991 4.90610 -6.27335 -0.09 0.18 0.53
H -3.52442 5.36327 -6.31535 0.28 0.11 0.02
H -3.05980 4.46651 -4.85229 0.22 0.21 0.06
H -3.83993 3.67068 -6.16740 0.04 -0.25 -0.25
C 8.37203 -5.71462 1.63759 -0.67 -0.57 0.30
N 7.21929 -4.79505 1.36657 -0.53 1.33 0.21
C 6.34196 -5.33515 0.22666 2.20 1.08 0.12
C 6.22995 -4.61149 2.50511 1.93 -0.73 -0.19
C 7.82579 -3.40164 1.02440 -0.53 -0.59 0.02
C 8.43694 -2.60818 2.18991 0.62 1.56 -0.99
O 7.46472 -2.01287 3.01377 -1.23 -0.67 1.24
H 7.99006 -6.67361 1.98761 -0.13 -0.02 -0.13
H 9.03697 -5.34916 2.42014 -0.18 0.37 -0.18
H 8.91839 -5.87833 0.70872 -0.05 0.15 0.08
H 5.61604 -4.55664 -0.00799 -0.14 -0.38 0.03
H 5.93933 -6.29923 0.53735 0.03 0.19 -0.26
H 7.11150 -5.36829 -0.54458 -0.77 -0.59 -0.71
H 5.81367 -5.61426 2.60140 -0.45 0.33 0.48
H 5.52803 -3.82313 2.23330 -0.01 -0.24 0.11
H 6.87727 -4.33505 3.33737 -0.67 -0.02 0.35
H 7.01465 -2.82231 0.58335 -0.14 0.09 0.24
H 8.51107 -3.58145 0.19605 0.32 0.08 0.27
H 8.83937 -1.67445 1.79713 0.70 -0.50 -1.36
H 9.29824 -2.97107 2.75079 -0.29 -0.96 -0.02
H 7.83907 -1.93805 3.89460 -0.11 0.12 0.13
C -1.32662 2.12649 5.45265 2.37 0.28 -0.19
N -0.20804 1.40136 4.66334 -1.03 -2.02 -1.50
C 1.15150 1.35010 5.33511 -1.38 1.07 0.23
C -0.60516 -0.09487 4.64324 -1.16 0.32 -0.45
C -0.20388 1.93725 3.17397 0.57 -0.54 0.17
C -0.18310 3.45603 2.97815 -0.85 -0.63 1.64
O 0.84873 4.05017 3.77667 0.13 -0.15 -0.76
H -0.92271 3.13679 5.51801 -0.47 0.17 0.18
H -1.36055 1.71366 6.46087 -0.22 -0.19 -0.24
H -2.27678 2.10765 4.91885 0.26 -0.31 0.00
H 0.86581 0.88904 6.28058 0.56 0.62 0.46
H 1.44494 2.39985 5.33080 0.65 -0.34 0.61
H 1.86407 0.66474 4.87617 -0.32 0.27 -0.83
H 0.04154 -0.74458 4.05352 0.09 0.66 -0.54
H -1.63940 -0.06285 4.30056 0.11 -0.56 -0.35
H -0.62936 -0.58317 5.61745 0.15 0.59 0.48
H -1.05620 1.53108 2.62928 -0.54 0.05 0.60
H 0.58877 1.41167 2.64146 0.69 0.09 0.44
H -1.11173 3.86011 3.38122 -0.37 -0.06 -0.12
H -0.22254 3.69597 1.91562 0.73 -0.08 -0.13
H 0.57071 4.95885 3.91308 0.23 0.21 0.08
C 3.93564 3.51841 2.95747 -0.52 -0.72 -1.45
N 5.36399 3.42095 2.35991 0.25 0.54 -0.22
C 5.43213 2.55293 1.10152 -1.09 0.30 -0.17
C 5.73272 4.91346 1.93375 0.26 -1.65 0.67
C 6.40283 2.82320 3.31495 0.54 0.43 0.54
C 6.43895 1.27051 3.58066 -1.02 2.51 -0.58
O 5.20832 1.01544 4.25842 2.05 -0.63 0.15
H 3.53282 2.53527 3.20092 0.51 -0.09 0.19
H 3.27352 3.83420 2.15127 0.28 0.09 -0.35
H 3.72608 4.24254 3.74475 1.13 -0.09 0.19
H 4.77634 1.68813 1.20220 -0.07 -0.02 0.35
H 6.44202 2.19552 0.90031 0.04 0.43 0.26
H 5.06062 3.12041 0.24825 0.08 0.07 0.11
H 4.94490 5.19398 1.23463 0.18 0.21 0.24
H 6.72215 4.96120 1.47894 -0.17 -0.53 -0.33
H 5.83900 5.54111 2.81853 -0.66 -0.15 0.09
H 6.21592 3.32839 4.26255 0.15 -0.09 0.09
H 7.36421 3.15735 2.92482 0.06 0.05 -0.06
H 7.35531 1.04546 4.12631 -0.31 0.25 0.82
H 6.66454 0.78154 2.63297 -0.95 -0.55 -0.13
H 4.59624 0.75859 3.56490 -1.38 -0.99 -0.84
C 4.29899 -2.21929 4.87732 0.09 0.51 0.92
N 4.81150 -3.00066 6.04530 0.02 -1.61 -0.39
C 5.12768 -4.33974 5.83911 -1.17 0.40 1.02
C 5.51755 -5.16287 6.86730 0.79 0.65 0.58
C 5.81427 -4.59157 8.13577 0.93 -0.63 -0.22
C 5.55114 -3.24206 8.27550 -0.54 1.30 0.03
C 4.98228 -2.45673 7.26750 0.46 -1.36 -0.19
C 6.55482 -5.30767 9.23079 -0.92 -0.12 1.02
C 6.18525 -6.57732 9.72121 0.63 -1.12 -0.17
C 6.87843 -7.22678 10.74914 0.17 2.17 -1.17
N 7.85541 -6.51613 11.39643 0.02 -0.94 -0.87
C 8.21968 -5.26221 11.04536 -1.69 0.24 -1.04
C 7.53539 -4.64034 10.00180 0.00 0.00 -0.13
C 8.56763 -7.08959 12.52274 -0.40 -0.93 0.41
H 3.71564 -1.40423 5.30566 0.18 0.10 -0.33
H 3.62251 -2.78509 4.23672 0.29 -0.25 0.15
H 5.19233 -1.84145 4.38005 -0.39 0.14 -0.37
H 4.82221 -4.79806 4.91013 0.14 0.45 -0.25
H 5.74623 -6.20181 6.68102 -0.23 -0.06 -0.14
H 5.73453 -2.74931 9.21888 -0.10 0.03 0.08
H 4.67126 -1.43489 7.42725 0.06 0.02 -0.15
H 5.40371 -7.16401 9.26144 -0.14 0.11 -0.18
H 6.71617 -8.27406 10.95722 0.00 0.16 0.51
H 8.98103 -4.82190 11.67215 -0.03 0.24 -0.21
H 7.66737 -3.60619 9.71980 0.77 0.04 0.32
H 8.00053 -6.75387 13.39094 0.84 0.25 0.43
H 9.62773 -6.85378 12.42958 -0.23 0.25 0.55
H 8.47499 -8.17547 12.54216 -0.02 0.03 -0.33
C 4.95106 -1.77809 -5.85280 1.99 4.60 0.15
O 5.71723 -1.86166 -4.61278 -0.03 -1.00 2.33
O 5.62746 -0.84645 -6.65470 -2.07 -3.42 1.24
C 4.63630 -3.19871 -6.27143 2.45 1.06 -2.79
F 5.38659 -4.11391 -5.68552 0.30 -1.03 0.70
F 3.38805 -3.51368 -6.14863 -2.84 -0.75 1.29
F 4.84991 -3.31473 -7.59787 0.44 -0.29 -0.66
C 5.05660 -2.01915 -3.32499 1.32 0.35 0.16
C 6.08557 -2.65407 -2.27436 -0.74 0.56 -2.04
H 6.36402 -3.61894 -2.69816 0.33 -0.09 0.21
H 6.91885 -1.95178 -2.29739 0.30 -0.29 0.16
H 5.70826 -2.75633 -1.25688 -0.34 0.14 -0.17
H 4.11916 -2.57502 -3.30717 -0.05 -0.27 -0.44
H 4.85274 -1.02255 -2.93345 -0.36 0.24 -0.08
H 3.99715 -1.35810 -5.53379 -0.88 0.21 0.02
C 2.70146 -0.61236 1.42683 -0.08 3.05 2.27
O 1.28275 -0.71141 1.62944 -1.08 -0.72 -0.64
O 3.19001 -0.00983 2.64060 0.14 -1.87 -2.29
C 3.44254 -1.85090 0.79195 -2.33 2.12 1.04
F 2.93659 -2.04163 -0.41702 -0.61 -0.89 -0.82
F 4.69657 -1.56375 0.58058 2.40 0.38 0.30
F 3.38360 -2.97356 1.49376 0.01 -1.18 0.48
C 0.46265 -0.93261 0.42821 0.46 -0.83 0.30
C -1.03830 -0.71495 0.62379 0.48 -0.17 0.94
H -1.62311 -1.17375 -0.17346 0.22 0.08 -0.23
H -1.35611 -1.23162 1.52940 -0.06 -0.03 0.14
H -1.34000 0.32754 0.72525 0.18 0.10 -0.13
H 0.63342 -1.98258 0.19053 -0.33 -0.11 -0.29
H 0.80982 -0.36876 -0.43761 0.34 0.37 0.12
H 2.72430 0.09729 0.59981 0.76 0.20 -0.36
C -6.30077 -3.52534 1.90171 -2.66 1.64 -2.64
O -5.78907 -2.36503 2.62759 2.19 -0.14 0.58
O -7.04288 -3.05972 0.76192 2.87 -1.75 2.22
C -5.29243 -4.79578 1.68914 -1.84 3.31 0.43
F -4.42024 -4.55881 0.73872 1.72 0.55 -1.07
F -4.65110 -5.09284 2.81123 0.64 -0.13 0.77
F -5.94870 -5.84648 1.30754 -1.35 -1.62 -0.23
C -4.53384 -1.77926 2.24702 -1.14 -1.17 -1.87
C -4.39568 -0.35887 2.61953 -0.17 0.65 0.39
H -3.38716 -0.09600 2.30032 0.30 0.32 0.38
H -5.05356 0.23764 1.98749 -0.35 0.21 0.41
H -4.57162 -0.21059 3.68498 0.09 0.39 0.02
H -4.51927 -1.69410 1.16044 -0.02 -0.66 -0.56
H -3.61115 -2.30999 2.48167 -0.24 -0.65 0.67
H -7.05848 -3.84992 2.61490 0.11 -0.63 0.36
C 1.46348 2.41468 -2.47160 0.99 -1.47 -4.17
O 0.53329 3.46643 -2.43744 0.46 1.41 0.43
O 1.99892 2.29727 -3.78466 -0.82 0.42 3.95
C 2.55290 2.53580 -1.31117 -1.13 0.25 -1.14
F 3.35649 1.49195 -1.20518 0.83 -0.94 -0.77
F 3.27492 3.62806 -1.48162 1.00 0.85 -0.50
F 2.11535 2.66766 -0.03246 -1.41 0.14 1.00
C -0.45499 3.49355 -1.45093 -0.65 0.96 -1.08
C -1.49941 4.43728 -2.05219 -0.46 -0.10 0.01
H -2.45720 4.34263 -1.54054 -0.03 0.31 0.32
H -1.20209 5.48287 -2.13237 0.16 -0.06 0.31
H -1.70143 4.12017 -3.07529 0.16 -0.16 -0.06
H -0.08944 3.86029 -0.49178 0.07 -0.07 0.26
H -0.96611 2.53790 -1.33427 0.34 -0.48 0.22
H 0.79345 1.56246 -2.35817 0.23 -1.15 1.23
C 0.27291 -3.92990 5.53307 -1.46 2.62 1.91
O -0.60108 -4.22402 4.42539 1.12 0.00 -1.36
O -0.41292 -3.44099 6.61195 1.55 -1.66 -1.49
C 1.33719 -5.05066 5.78851 -3.06 -0.30 -1.00
F 2.41931 -4.54276 6.36876 1.36 0.43 0.36
F 0.92220 -6.04688 6.54020 -0.17 -0.68 0.84
F 1.70731 -5.63642 4.61485 0.88 0.24 -0.19
C -0.23865 -3.69048 3.10998 -1.37 -0.67 0.25
C -1.14522 -4.36581 2.07805 -0.48 0.22 0.50
H -2.21240 -4.16596 2.17444 0.01 0.18 0.67
H -0.95527 -3.95294 1.08731 0.57 -0.50 -0.27
H -1.06165 -5.44587 2.19879 0.27 -0.01 -0.58
H 0.77738 -3.83170 2.74140 0.47 -0.40 0.71
H -0.40313 -2.61689 3.01799 -0.07 0.34 0.59
H 0.93705 -3.11908 5.23375 0.83 0.61 -1.04
```
Positions in Å, forces in eV/Å.

Calculated values
**Multiplicity**: 1
**E_tot**: -6536.25593 Ha
**Net charge**: +2
**Gap between HOMO and LUMO**: 0.93 eV

Mulliken atomic charge list, values in e, 99 entries:
1. C -1.48
2. C -0.28
3. C -1.06
4. C -0.81
5. P 1.55
6. C -1.01
7. C -1.06
8. C -1.08
9. C 0.46
10. C -1.59
11. C -0.57
12. C -0.65
13. C -1.38
14. C -0.98
15. C -0.09
16. C -0.55
17. C -1.27
18. H 0.44
19. H 0.38
20. H 0.33
21. H 0.42
22. H 0.25
23. H 0.24
24. H 0.62
25. H 0.52
26. H 0.54
27. H 0.65
28. H 0.38
29. H 0.42
30. H 0.21
31. H 0.44
32. H 0.39
33. H -0.68
34. H 0.40
35. H -0.12
36. H 0.77
37. H 0.76
38. H 0.28
39. H 0.54
40. H 0.40
41. H 0.30
42. H 0.31
43. H 0.35
44. H 0.39
45. H 0.62
46. H 0.59
47. H -0.08
48. H 0.02
49. H 0.33
50. H 0.41
51. H 0.30
52. H 0.39
53. H 0.29
54. C -1.17
55. C -0.68
56. C -0.50
57. C -0.67
58. P 1.09
59. C -1.06
60. C -0.77
61. C -0.46
62. C -1.30
63. C 0.36
64. C -1.01
65. C 0.89
66. C -1.17
67. C -1.78
68. C 0.53
69. C -1.01
70. C -0.97
71. H 0.39
72. H 0.29
73. H 0.32
74. H 0.26
75. H 0.42
76. H 0.17
77. H 0.19
78. H 0.63
79. H 0.66
80. H 0.64
81. H 0.54
82. H 0.27
83. H 0.43
84. H 0.35
85. H 0.31
86. H 0.41
87. H 0.34
88. H 0.33
89. H 0.22
90. H -0.92
91. H 0.45
92. H 0.49
93. H -0.07
94. H -0.08
95. H 0.21
96. H 0.51
97. H 0.04
98. H 0.78
99. H 0.56